1.
Molecular formula: CH3N3O3
Method: DFT, ωB97M-V/def2-TZVPD

Last column: Mulliken charge in e.
Geometry (Å):
1 O -1.916 -0.387 -2.919  -0.705
2 O -0.266 1.091 -2.732  -0.731
3 O 1.613 -0.567 2.712  -0.507
4 N 0.236 -0.687 3.112  -0.659
5 N 0.239 0.118 -0.343  -0.004
6 N -0.662 -0.410 -1.047  -0.319
7 C -0.970 0.154 -2.306  0.584
8 H 1.536 -0.391 1.674  0.268
9 H 0.562 1.141 -0.603  0.178
10 H -0.373 -0.063 2.452  -0.104

Output
2S+1: 1
Total charge: -2
Energy relative to the best compared isomer or geometry (same formula, charge and spin): 0.0 kJ/mol
HOMO level: 2.7 eV

2.
Molecular formula: C45H52Cl2Ge2N5O4ReSi3
Method: DFT, ωB97M-V/def2-TZVPD

Last column: Mulliken charge in e.
Geometry (Å):
1 Re 0.478 -0.048 -0.080  0.695
2 Ge -3.046 1.402 -0.090  1.950
3 Ge 2.939 -0.071 0.118  -0.357
4 Cl -4.044 -2.346 5.018  -0.195
5 Cl -1.446 -1.292 6.467  -0.200
6 Si 3.705 -0.976 2.330  0.720
7 Si 3.749 -0.869 -2.150  0.917
8 Si 4.096 2.185 0.155  0.654
9 O 0.039 -0.926 -4.006  -0.535
10 O -2.159 -0.683 -1.501  -0.695
11 O 0.603 2.102 3.392  -0.670
12 O 0.505 -0.264 -2.050  -0.731
13 N 0.140 -2.138 0.060  0.650
14 N 0.304 1.964 -0.076  0.418
15 N 0.129 0.412 1.868  1.485
16 N -2.263 -0.297 0.691  0.788
17 N 0.120 -1.222 -2.862  0.316
18 C -2.009 -0.654 2.048  0.076
19 C -1.651 -1.082 4.775  -0.054
20 C 0.464 2.584 1.056  0.739
21 C 3.058 -2.614 -2.444  -1.021
22 C -3.828 2.620 4.436  -0.865
23 C -4.743 1.858 3.723  -0.698
24 C 0.441 -4.489 0.218  -1.358
25 C 3.266 0.354 -3.512  -0.751
26 C 5.562 -1.261 2.059  -1.189
27 C -2.731 3.161 3.787  -0.736
28 C -1.931 -1.064 -0.355  -0.809
29 C -0.418 4.203 -1.083  -0.402
30 C -2.126 2.069 -2.775  -0.981
31 C 5.640 -1.056 -2.171  -1.276
32 C 0.936 -3.202 0.212  -0.538
33 C -1.178 -2.344 -0.112  0.742
34 C -6.463 0.978 -2.574  -0.805
35 C -4.541 1.607 2.375  -0.602
36 C 2.887 -2.627 2.794  -0.993
37 C -0.653 -0.462 4.039  -0.578
38 C -5.339 -0.373 -0.439  -0.312
39 C 0.473 1.688 2.262  0.050
40 C -1.977 4.052 -1.144  0.534
41 C 3.840 3.059 1.821  -1.032
42 C -2.810 -1.524 4.142  -0.211
43 C 3.341 3.208 -1.259  -0.681
44 C -2.606 2.894 -3.707  -0.650
45 C -2.990 -1.288 2.789  -0.707
46 C 5.933 1.870 -0.177  -1.062
47 C -0.808 -0.264 2.674  -0.725
48 C -0.264 2.665 -1.204  -1.720
49 C 3.441 0.222 3.769  -0.770
50 C -2.903 4.295 -3.419  -0.726
51 C -6.517 -0.833 -1.004  -0.934
52 C -1.746 -3.597 -0.157  -0.199
53 C -5.288 1.444 -2.000  -0.534
54 C -4.710 0.766 -0.933  0.235
55 C -1.816 2.520 -1.384  1.892
56 C -7.080 -0.159 -2.077  -0.679
57 C -2.540 2.917 2.434  0.389
58 C 0.088 4.797 0.180  -1.799
59 C -0.917 -4.697 0.015  -1.007
60 C -3.423 2.121 1.719  0.200
61 C 0.430 4.017 1.212  -0.912
62 C -2.647 4.833 -2.228  -1.286
63 H 4.213 0.989 3.800  0.371
64 H 3.964 3.177 -2.151  0.496
65 H 6.102 1.565 -1.208  0.242
66 H 3.217 -3.450 2.159  0.326
67 H 0.254 2.338 -2.107  1.131
68 H 3.557 -3.337 -1.797  0.283
69 H 5.961 -1.938 2.816  0.463
70 H -2.438 4.288 -0.181  0.307
71 H 1.985 -2.678 -2.272  0.168
72 H 2.917 2.755 2.313  0.085
73 H -2.807 -3.699 -0.337  0.737
74 H 3.484 -0.326 4.711  0.485
75 H 3.264 -0.156 -4.477  0.496
76 H 3.238 -2.917 -3.478  0.516
77 H -2.012 3.761 4.329  0.467
78 H -1.936 1.029 -3.001  0.143
79 H -3.354 4.884 -4.206  0.447
80 H -3.918 -1.585 2.320  0.576
81 H -7.998 -0.520 -2.521  0.394
82 H 6.509 2.780 -0.003  0.428
83 H -6.896 1.507 -3.412  0.440
84 H -1.692 3.361 1.938  0.130
85 H 0.106 5.876 0.261  0.446
86 H 1.111 -5.324 0.358  0.561
87 H -4.823 2.338 -2.393  0.325
88 H 2.356 2.828 -1.526  -0.232
89 H 2.272 0.770 -3.367  -0.114
90 H -0.028 4.736 -1.950  0.662
91 H 5.913 -1.864 -2.850  0.427
92 H 6.340 1.093 0.469  0.206
93 H 1.799 -2.563 2.750  0.182
94 H 4.665 2.850 2.501  0.441
95 H 3.156 -2.885 3.820  0.532
96 H 3.802 4.140 1.674  0.483
97 H 5.773 -1.695 1.082  0.210
98 H 6.132 -0.155 -2.535  0.370
99 H 3.228 4.253 -0.965  0.502
100 H -1.327 -5.696 -0.032  0.498
101 H 6.119 -0.328 2.137  0.279
102 H 0.724 4.397 2.180  0.605
103 H -4.905 -0.915 0.393  0.290
104 H -5.617 1.455 4.218  0.498
105 H 2.476 0.724 3.726  -0.027
106 H 1.991 -2.990 0.311  0.724
107 H 6.054 -1.292 -1.192  0.269
108 H -3.973 2.802 5.492  0.407
109 H -5.267 1.023 1.821  0.395
110 H -2.885 5.866 -2.004  0.506
111 H 0.240 -0.111 4.532  0.683
112 H -2.807 2.524 -4.703  0.484
113 H 3.976 1.178 -3.574  0.346
114 H -6.993 -1.720 -0.609  0.449

Output
2S+1: 4
Total charge: +1
Energy relative to the best compared isomer or geometry (same formula, charge and spin): 269.7 kJ/mol
HOMO level (spin up / spin down): -10.3 / -10.6 eV

3.
Molecular formula: C5H10N2O2
Method: DFT, ωB97M-V/def2-TZVPD

Last column: Mulliken charge in e.
Geometry (Å):
1 O -1.327 2.190 -0.194  -0.622
2 O -1.687 -1.343 -1.638  -0.397
3 N -2.378 -2.087 0.392  -0.369
4 N -0.908 -0.039 0.430  -0.273
5 C -0.726 1.193 0.094  0.336
6 C 1.580 1.226 -1.040  -1.365
7 C 1.650 0.195 1.272  -1.406
8 C -1.839 -1.103 -0.336  0.488
9 C 0.985 1.205 0.358  0.554
10 H 1.023 2.198 0.807  0.282
11 H 1.090 1.971 -1.665  0.357
12 H 1.585 -0.809 0.856  0.283
13 H -2.582 -3.010 0.032  0.170
14 H -2.003 -2.220 -1.905  0.313
15 H 1.187 0.191 2.259  0.323
16 H 2.707 0.462 1.390  0.422
17 H 1.481 0.248 -1.512  0.300
18 H -2.476 -1.957 1.386  0.236
19 H 2.638 1.491 -0.986  0.367

Output
2S+1: 1
Total charge: 0
Energy relative to the best compared isomer or geometry (same formula, charge and spin): 356.9 kJ/mol
SMILES: CC(C)C(=O)/N=C(/N)O
HOMO level: -7.9 eV

- What is the 2S+1 in the first record?
  1